# C5H6N

An isolated ion of composition C5H6N and charge +1 (wB97M-V/def2-TZVPD, the OMol25 dataset).

Structure (ORCA input):
```
! wB97M-V def2-TZVPD RIJCOSX def2/J DEFGRID3
* xyz 1 1
C -2.176 -0.544 0.091
N -1.808 0.624 0.323
C -0.639 0.926 -0.475
C 0.755 0.702 0.132
C 0.572 -0.816 0.028
C -0.810 -0.545 -0.553
H -2.920 -1.219 0.273
H -0.891 1.708 -1.153
H 1.014 1.075 1.156
H 1.430 1.137 -0.503
H 1.148 -1.158 -0.888
H 0.858 -1.634 0.750
*
```

The total energy comes out at -248.4227 a.u. The value obtained for the energy above the lowest of the compared OMol25 structures with the same formula, charge and spin is 5.252 eV. As for the largest force on an atom: 4.4 eV/Å. As for the SMILES: C1=[N+]2[C@H]3CC[C@]132. The value obtained for the highest occupied orbital energy is -16.0 eV. As for the orbital gap: 10.2 eV.